1.
This record from OMol25 describes C26H85AlCl2NO18 as an isolated structure. The level of theory is ωB97M-V/def2-TZVPD.

Geometry as XYZ:
```
133
C26H85AlCl2NO18 ωB97M-V/def2-TZVPD
C 4.253 -0.486 -0.738
O 4.408 0.816 -0.196
C 3.609 1.854 -0.763
C 2.529 2.400 0.177
C 1.112 2.417 -0.474
Al 0.359 0.596 -1.003
N 1.074 -0.768 0.115
C -1.636 0.724 -0.610
C -2.552 0.839 -1.847
C -3.920 1.345 -1.408
O -4.423 0.486 -0.388
C 0.722 0.264 -2.988
Cl 1.392 1.563 -4.001
C 0.456 -0.856 -3.554
C -0.122 -1.991 -2.783
Cl 0.716 -1.167 -5.278
H 3.931 -1.142 0.057
H 3.504 -0.552 -1.513
H 5.206 -0.876 -1.095
H 3.185 1.591 -1.727
H 4.296 2.676 -0.951
H 2.516 1.873 1.124
H 2.795 3.424 0.379
H 1.161 3.090 -1.325
H 0.404 2.839 0.233
H 1.169 -0.377 1.050
H 0.384 -1.509 0.213
H -1.933 -0.156 -0.050
H -1.778 1.619 -0.001
H -2.664 -0.155 -2.271
H -2.124 1.512 -2.584
H -4.608 1.462 -2.238
H -3.712 2.288 -0.919
H -5.219 0.034 -0.676
H -0.902 -1.618 -2.131
H -0.562 -2.729 -3.431
H 0.691 -2.444 -2.231
C -8.205 0.039 -1.156
O -7.489 -0.394 -2.317
H -8.172 -0.759 -0.420
H -7.732 0.932 -0.742
H -9.246 0.254 -1.409
H -7.519 0.326 -2.958
C -5.705 5.084 -1.965
O -5.717 3.793 -2.563
H -5.380 4.969 -0.934
H -5.008 5.745 -2.486
H -6.705 5.527 -1.976
H -6.003 3.896 -3.477
C 6.199 -0.018 2.916
O 5.861 -0.845 1.814
H 6.737 -0.621 3.647
H 6.842 0.805 2.591
H 5.296 0.386 3.381
H 5.388 -0.286 1.179
C -5.247 1.231 2.332
O -6.295 1.436 3.293
H -5.633 1.424 1.340
H -4.424 1.922 2.532
H -4.880 0.206 2.377
H -5.916 1.264 4.161
C 8.020 2.530 0.172
O 8.314 3.733 0.885
H 7.074 2.140 0.538
H 7.928 2.733 -0.897
H 8.805 1.789 0.344
H 9.152 4.070 0.551
C -9.856 -2.746 -3.667
O -8.512 -2.583 -4.089
H -10.236 -3.667 -4.102
H -9.913 -2.819 -2.576
H -10.477 -1.912 -4.008
H -8.186 -1.762 -3.695
C 7.249 -3.644 2.227
O 8.484 -4.295 2.571
H 6.532 -3.837 3.020
H 7.398 -2.571 2.134
H 6.861 -4.041 1.288
H 9.107 -4.111 1.860
C -0.479 -6.153 -4.470
O 0.077 -5.100 -3.684
H -1.483 -6.350 -4.103
H -0.532 -5.858 -5.520
H 0.120 -7.062 -4.375
H 0.966 -4.926 -4.015
C -4.828 5.229 3.591
O -6.222 4.921 3.594
H -4.700 6.228 3.999
H -4.277 4.514 4.210
H -4.440 5.206 2.568
H -6.316 4.032 3.232
C 0.037 -6.639 -0.098
O 0.627 -6.923 -1.360
H 0.214 -7.491 0.555
H 0.487 -5.750 0.349
H -1.042 -6.488 -0.200
H 0.465 -6.162 -1.933
C 1.451 6.403 -0.487
O 1.512 5.248 0.334
H 1.922 6.162 -1.437
H 0.411 6.695 -0.669
H 1.985 7.241 -0.026
H 1.090 5.473 1.173
C 9.037 -7.249 4.195
O 9.734 -7.494 2.978
H 9.348 -7.989 4.930
H 9.272 -6.251 4.566
H 7.959 -7.335 4.039
H 9.438 -6.824 2.349
C 8.644 -8.525 -0.315
O 7.620 -8.663 0.658
H 8.185 -8.455 -1.299
H 9.223 -7.615 -0.131
H 9.309 -9.393 -0.292
H 8.056 -8.720 1.518
C -1.366 5.732 3.100
O -0.061 5.830 2.528
H -1.817 4.805 2.756
H -1.305 5.719 4.190
H -1.986 6.573 2.778
H 0.330 6.653 2.839
C -4.686 8.779 5.971
O -4.111 8.289 4.763
H -4.603 7.997 6.721
H -4.154 9.668 6.320
H -5.741 9.022 5.825
H -4.189 8.985 4.102
C -3.517 -3.672 -3.782
O -3.707 -2.476 -3.033
H -2.488 -3.997 -3.650
H -4.195 -4.451 -3.421
H -3.701 -3.484 -4.844
H -4.621 -2.200 -3.165
```

## Properties
* highest occupied orbital energy: -4.36 eV
* Kohn-Sham gap: 6.12 eV
* charge: -1


2.
This record from OMol25 describes a 15-piece molecular cluster, C26H86N4O20 overall. The level of theory is ωB97M-V/def2-TZVPD.

Geometry as XYZ:
```
136
C26H86N4O20 ωB97M-V/def2-TZVPD
C 2.068 -2.977 -5.517
C 2.770 -4.210 -4.887
C 1.866 -5.247 -4.113
O 1.323 -4.592 -2.907
C 2.261 -4.693 -1.820
N 3.425 -4.912 -5.977
H 2.796 -2.397 -6.084
H 1.600 -2.349 -4.759
H 1.313 -3.263 -6.249
H 3.483 -3.896 -4.124
H 2.354 -6.188 -3.858
H 1.104 -5.531 -4.837
H 1.681 -4.579 -0.904
H 3.104 -4.005 -1.870
H 2.746 -5.655 -1.653
H 4.026 -5.588 -5.527
H 4.067 -4.203 -6.302
C -5.010 -1.214 7.497
C -4.715 -2.303 6.467
C -5.379 -2.035 5.103
O -4.898 -2.905 4.076
C -5.545 -2.678 2.847
N -3.296 -2.396 6.299
H -4.768 -0.221 7.118
H -4.374 -1.479 8.342
H -6.030 -1.167 7.876
H -5.202 -3.239 6.740
H -5.126 -1.013 4.822
H -6.465 -1.980 5.186
H -5.009 -1.881 2.332
H -6.539 -2.233 2.889
H -5.650 -3.541 2.189
H -2.887 -2.761 7.148
H -3.049 -2.994 5.523
C -1.882 1.350 -5.095
C -1.487 2.738 -5.699
C -1.914 2.974 -7.184
O -1.432 4.230 -7.627
C -1.777 4.477 -8.977
N -2.122 3.643 -4.801
H -1.447 0.551 -5.695
H -2.962 1.231 -5.184
H -1.506 1.185 -4.085
H -0.412 2.884 -5.589
H -2.999 3.021 -7.278
H -1.424 2.216 -7.795
H -2.852 4.656 -8.995
H -1.587 3.660 -9.674
H -1.460 5.440 -9.377
H -2.051 4.598 -5.125
H -3.085 3.351 -4.884
C 4.801 0.863 -4.192
C 4.808 1.329 -2.783
C 3.879 2.533 -2.702
O 4.315 3.525 -3.623
C 3.339 4.611 -3.626
N 4.452 0.284 -1.887
H 3.729 0.763 -4.362
H 5.353 -0.031 -4.483
H 5.135 1.619 -4.902
H 5.788 1.730 -2.525
H 3.839 2.888 -1.672
H 2.834 2.273 -2.874
H 3.637 5.405 -4.310
H 3.137 5.011 -2.633
H 2.444 4.127 -4.017
H 4.657 0.616 -0.956
H 3.463 0.114 -2.007
C -3.360 -5.445 -1.669
C -3.245 -3.986 -2.254
O -2.081 -3.269 -1.904
O -2.274 -6.278 -2.069
H -4.216 -6.008 -2.042
H -3.402 -5.450 -0.579
H -3.990 -3.286 -1.874
H -3.365 -4.001 -3.337
H -1.337 -3.758 -2.264
H -1.446 -5.793 -2.069
C 5.438 -0.736 2.828
C 6.314 -0.938 4.151
O 6.353 -2.334 4.434
O 5.690 0.558 2.336
H 4.389 -0.868 3.090
H 5.557 -1.600 2.174
H 5.935 -0.555 5.099
H 7.318 -0.565 3.948
H 6.974 -2.587 5.121
H 5.247 1.202 2.893
C -3.134 7.399 1.392
C -3.718 6.000 1.112
O -2.932 4.947 1.632
O -2.919 7.509 2.738
H -3.832 8.193 1.125
H -2.265 7.606 0.767
H -3.870 5.849 0.043
H -4.736 5.842 1.468
H -2.307 4.754 0.929
H -2.546 6.663 3.000
C -0.515 -0.318 1.120
C -0.835 -1.585 2.023
O 0.246 -2.371 2.502
O 0.054 -0.667 -0.098
H 0.173 0.416 1.539
H -1.451 0.239 1.072
H -1.540 -2.194 1.457
H -1.427 -1.287 2.889
H -0.144 -3.225 2.703
H -0.567 -1.340 -0.388
C 1.938 4.794 2.819
C 2.074 3.951 4.056
O 3.437 3.585 4.265
O 2.462 6.150 3.091
H 0.884 4.914 2.568
H 2.438 4.356 1.955
H 1.625 2.962 3.963
H 1.580 4.431 4.901
H 3.534 3.065 5.066
H 3.225 6.237 2.514
O 2.160 -7.177 2.299
H 2.122 -6.773 3.166
H 2.912 -6.765 1.875
O -0.755 3.457 -0.833
H -0.548 2.523 -0.835
H -1.056 3.637 -1.724
O -1.500 0.829 5.825
H -1.826 -0.056 5.983
H -2.200 1.258 5.332
O 1.664 -1.070 6.111
H 0.828 -0.642 5.927
H 1.796 -1.665 5.373
O -4.189 2.726 4.372
H -4.078 3.463 4.973
H -3.794 3.024 3.553
O -0.966 -5.511 4.597
H -0.140 -5.583 5.075
H -1.116 -6.389 4.245
```

## Properties
* highest occupied orbital energy: -9.20 eV
* Kohn-Sham gap: 9.21 eV
* charge: 0


3.
This record from OMol25 describes C27H15BiBrCl2N2O11S as an isolated structure. The level of theory is ωB97M-V/def2-TZVPD.

Geometry as XYZ:
```
60
C27H15BiBrCl2N2O11S ωB97M-V/def2-TZVPD
Bi -0.280 0.954 -0.206
O -1.521 -4.310 -3.855
C -1.427 -3.084 -3.293
C -0.354 -2.235 -3.532
C -0.283 -1.047 -2.826
N -1.232 -0.671 -1.981
C -2.332 -1.410 -1.864
C -2.464 -2.642 -2.477
C -3.490 -0.809 -1.127
O -4.618 -1.204 -1.295
O -3.207 0.190 -0.281
C 0.900 -0.091 -3.009
O 1.550 -0.199 -4.037
O 1.102 0.748 -2.055
H -0.724 -4.490 -4.364
H 0.430 -2.485 -4.234
H -3.354 -3.235 -2.327
O -0.678 2.410 4.601
C -0.608 2.227 3.270
O 0.391 1.883 2.712
C -1.912 2.495 2.593
C -3.001 3.013 3.277
C -4.176 3.227 2.573
C -4.251 2.863 1.241
C -3.127 2.298 0.653
N -1.982 2.172 1.302
C -3.104 1.677 -0.756
O -4.262 1.931 -1.481
O -2.013 1.902 -1.410
H 0.172 2.157 4.982
H -2.922 3.229 4.331
H -5.035 3.657 3.072
H -5.148 3.001 0.656
H -4.926 1.271 -1.245
Cl 2.416 0.364 0.734
C 3.268 1.757 0.134
C 4.643 1.624 0.018
C 5.419 2.684 -0.407
C 4.814 3.897 -0.687
C 3.442 4.021 -0.570
Cl 2.743 5.563 -0.902
C 2.603 2.951 -0.193
S 0.868 3.244 -0.165
H 5.096 0.672 0.262
H 6.489 2.572 -0.511
H 5.392 4.754 -1.005
Br 3.341 -3.492 -1.878
C 2.471 -3.687 -0.190
C 2.897 -4.705 0.644
C 2.270 -4.860 1.871
C 1.227 -4.024 2.232
C 0.806 -3.003 1.388
C 1.444 -2.828 0.165
C -0.371 -2.123 1.838
O -1.275 -2.708 2.437
O -0.274 -0.873 1.620
H 3.704 -5.356 0.339
H 2.595 -5.649 2.538
H 0.715 -4.157 3.176
H 1.141 -2.031 -0.496
```

## Properties
* highest occupied orbital energy: -5.42 eV
* Kohn-Sham gap: 7.30 eV
* ΔE to the lowest compared entry with this formula, charge and spin: 15.99 kJ/mol
* charge: -1


4.
This record from OMol25 describes a 18-piece molecular cluster, C27H15Cl68F8O3PS overall. The level of theory is ωB97M-V/def2-TZVPD.

Geometry as XYZ:
```
123
C27H15Cl68F8O3PS ωB97M-V/def2-TZVPD
C 1.634 -1.365 0.916
C 0.127 -1.348 0.714
C -0.295 -2.245 -0.456
C -0.717 -1.544 -1.768
C -0.567 -2.536 -2.963
P 0.082 0.096 -2.081
C 1.658 -0.053 -3.040
C 2.630 0.989 -2.408
O 2.511 2.220 -3.035
C 4.087 0.498 -2.413
F 4.417 -0.018 -3.610
F 4.947 1.528 -2.216
F 4.311 -0.417 -1.476
S -1.313 1.089 -3.392
O -2.250 0.195 -4.001
O -0.547 1.879 -4.306
C -2.191 2.358 -2.331
F -1.232 3.203 -1.915
F -3.076 2.990 -3.070
C -2.881 1.752 -1.054
F -3.898 2.564 -0.721
F -2.038 1.752 -0.030
F -3.405 0.540 -1.265
H 2.132 -0.866 0.084
H 2.023 -2.381 0.931
H 1.928 -0.862 1.832
H -0.246 -0.328 0.651
H -0.322 -1.773 1.611
H -1.177 -2.792 -0.121
H 0.454 -3.008 -0.652
H -1.786 -1.351 -1.699
H -0.241 -2.048 -3.876
H 0.054 -3.381 -2.680
H -1.550 -2.949 -3.180
H 1.495 0.305 -4.054
H 2.059 -1.064 -3.048
H 2.341 1.070 -1.364
H 3.052 2.246 -3.836
C 2.798 3.085 1.682
Cl 2.831 3.145 3.445
Cl 3.870 1.795 1.120
Cl 1.143 2.772 1.139
Cl 3.372 4.613 1.020
C 0.201 6.055 5.510
Cl -0.462 5.176 6.893
Cl -0.881 7.382 5.087
Cl 1.783 6.723 5.936
Cl 0.399 4.931 4.151
C 4.536 5.686 -2.925
Cl 3.601 5.641 -4.427
Cl 3.616 6.575 -1.699
Cl 4.795 4.030 -2.377
Cl 6.080 6.492 -3.218
C -2.732 5.821 1.369
Cl -4.473 5.609 1.124
Cl -2.325 7.539 1.255
Cl -2.277 5.230 2.970
Cl -1.871 4.919 0.119
C -3.526 -1.574 2.525
Cl -3.431 -3.330 2.354
Cl -5.108 -1.127 3.166
Cl -2.265 -1.023 3.640
Cl -3.292 -0.820 0.946
C -2.570 -6.953 4.063
Cl -0.807 -6.991 4.132
Cl -3.210 -8.446 4.758
Cl -3.161 -5.566 4.986
Cl -3.090 -6.805 2.368
C -6.007 -0.126 -4.129
Cl -7.719 -0.052 -4.564
Cl -5.641 1.157 -2.967
Cl -5.645 -1.694 -3.391
Cl -5.029 0.080 -5.579
C -2.716 -2.810 8.020
Cl -2.636 -4.562 7.799
Cl -4.309 -2.366 8.644
Cl -1.469 -2.297 9.158
Cl -2.458 -2.032 6.452
C 10.352 5.827 -2.890
Cl 9.584 5.012 -1.525
Cl 9.470 7.316 -3.255
Cl 12.025 6.218 -2.481
Cl 10.321 4.768 -4.302
C -7.293 -6.523 4.768
Cl -8.696 -6.245 3.729
Cl -7.192 -5.241 5.982
Cl -7.454 -8.088 5.573
Cl -5.821 -6.515 3.794
C -1.315 11.728 5.612
Cl -0.421 13.059 4.871
Cl -2.160 10.813 4.355
Cl -0.192 10.659 6.456
Cl -2.491 12.375 6.760
C 11.914 1.955 -6.700
Cl 12.069 1.890 -4.943
Cl 12.697 0.543 -7.418
Cl 10.201 1.966 -7.136
Cl 12.683 3.427 -7.303
C 2.004 -4.461 10.581
Cl 0.635 -4.856 9.541
Cl 1.869 -5.351 12.101
Cl 3.511 -4.905 9.770
Cl 2.004 -2.724 10.913
C -3.765 -10.640 0.956
Cl -3.186 -11.713 2.236
Cl -4.783 -11.554 -0.164
Cl -4.697 -9.322 1.668
Cl -2.386 -9.968 0.081
C 5.873 7.903 -7.360
Cl 5.595 6.163 -7.500
Cl 4.444 8.674 -6.664
Cl 7.268 8.196 -6.317
Cl 6.185 8.579 -8.963
C -8.249 -4.638 -4.063
Cl -7.535 -5.531 -2.714
Cl -9.300 -5.715 -4.991
Cl -9.199 -3.289 -3.435
Cl -6.961 -4.026 -5.104
C -1.948 -9.319 -3.949
Cl -3.591 -9.280 -3.302
Cl -2.004 -9.738 -5.664
Cl -1.201 -7.728 -3.755
Cl -0.993 -10.527 -3.080
```

## Properties
* highest occupied orbital energy: -9.37 eV
* Kohn-Sham gap: 9.24 eV
* ΔE to the lowest compared entry with this formula, charge and spin: 0.00 kJ/mol
* charge: 0